Molecular formula: C32H62BCl2IN3O7S
Method: DFT, ωB97M-V/def2-TZVPD

```
109
Properties=species:S:1:pos:R:3:forces:R:3
C 5.948561 1.726701 0.293617 -0.71 -0.04 -0.33
C 6.312378 1.792998 -1.277459 0.34 -1.62 0.98
O 7.099288 2.952393 -1.649558 -1.94 -0.20 -0.13
C 6.297140 3.984876 -2.273617 0.10 1.06 -0.51
C 6.548990 5.361344 -1.492441 1.11 -0.26 0.57
O 6.032225 6.543374 -2.148362 -0.73 -1.33 0.16
C 4.631384 6.418982 -2.482681 -1.26 0.64 -0.58
C 3.651680 6.167232 -1.240091 -0.66 0.85 -0.68
O 2.366557 5.770425 -1.820252 1.02 -0.07 1.17
C 1.557500 5.062125 -0.838484 -0.65 -0.06 1.79
B 1.605056 3.421167 -1.145500 -1.98 2.28 -1.91
N 2.960134 3.034538 -0.553292 0.50 -2.92 6.82
C 2.910514 2.753703 0.687362 -0.31 1.84 -3.33
S 2.675201 2.719622 2.346042 0.72 -0.22 -2.93
O 1.439683 3.402303 -2.635174 -1.14 -2.44 -0.55
C 0.487503 2.371218 -3.031948 1.43 2.36 -0.45
I 1.513538 1.530734 -4.772678 0.07 -0.73 -0.19
C -0.753650 3.099537 -3.801488 -0.78 1.70 2.94
C -1.368495 4.319383 -2.755181 -1.43 1.69 -2.27
C -2.338761 5.450046 -3.522944 3.83 -1.77 1.95
O -0.854349 5.720209 -3.011617 -3.54 -3.02 -0.16
C 0.190761 1.527186 -1.692656 -0.10 1.03 0.61
C -1.295512 0.898068 -1.762691 -0.71 -0.51 0.52
C -1.406574 -0.316230 -2.844618 -0.12 -0.24 1.16
C -2.902341 -0.541788 -3.389230 1.30 -1.59 -0.63
C -2.777566 -1.663619 -4.563202 0.45 0.05 -0.17
O -1.973905 -2.815312 -4.110393 -0.19 0.54 -0.65
C 1.193372 0.446355 -1.091301 0.90 -2.47 2.88
Cl 2.624704 -0.330872 -1.980164 -1.81 1.19 0.53
C 1.097966 -0.020349 0.266807 -0.59 1.28 -2.37
C 0.012445 0.450640 1.324980 -0.14 -0.70 1.07
Cl 2.277457 -1.295343 0.920422 -1.59 1.69 -0.97
O 0.392047 2.644638 -0.761285 -0.84 -1.40 0.12
H 5.658875 2.772294 0.681975 0.55 -1.64 -0.54
H 5.017651 1.047135 0.414503 1.48 1.10 -0.20
H 6.771924 1.258112 0.939100 -0.99 0.93 -1.04
H 6.967590 0.862361 -1.488102 -0.93 1.49 0.16
H 5.360086 1.657826 -1.892698 1.24 0.56 0.75
H 5.181457 3.745301 -2.352209 1.53 0.07 0.43
H 6.685021 4.108469 -3.350274 -0.57 0.00 1.45
H 7.698213 5.500469 -1.439439 -1.86 -0.15 -0.16
H 6.194976 5.340050 -0.388291 0.36 -0.32 -1.80
H 4.419299 5.652555 -3.326978 0.46 0.93 1.57
H 4.319825 7.438593 -2.936486 0.66 -1.62 0.75
H 3.455500 7.187542 -0.735828 0.60 -1.48 -0.38
H 4.028548 5.419384 -0.465525 -0.44 0.86 -1.22
H 0.455989 5.377869 -0.814323 1.54 0.15 -0.50
H 1.988598 5.326673 0.201218 -0.82 -0.38 -1.27
H -1.624729 2.393831 -4.010015 1.32 0.85 0.07
H -0.408889 3.676347 -4.720882 -0.29 -1.03 1.34
H -1.672609 3.995340 -1.639403 1.06 1.06 -2.65
H -3.119618 5.962645 -2.869743 1.20 -0.66 -1.30
H -2.366662 5.402293 -4.671749 -0.19 0.21 2.10
H -2.114088 1.702029 -1.926909 1.62 -1.10 0.00
H -1.615915 0.397816 -0.767751 0.85 1.08 -1.46
H -0.637464 -0.253493 -3.683022 -1.15 0.18 0.96
H -1.141811 -1.271602 -2.245578 -0.29 1.52 -1.17
H -3.528782 -1.023004 -2.554505 0.69 1.12 -1.21
H -3.356511 0.398919 -3.848418 0.44 -1.27 0.80
H -3.794626 -2.102062 -4.863405 1.30 1.03 0.23
H -2.190683 -1.223545 -5.455267 -1.32 -0.37 1.23
H -1.447846 -3.161761 -4.867367 -0.71 0.59 0.86
H -0.160065 1.573361 1.394468 0.55 -1.48 -0.60
H 0.337936 0.116781 2.386051 -0.30 0.50 -1.85
H -1.025163 -0.046782 1.178518 1.78 0.64 -0.06
C 1.456404 -6.477304 5.411394 -0.01 0.01 0.11
C 1.961240 -5.228013 4.698397 -0.10 -0.03 0.12
N 1.141335 -4.045522 4.930397 -0.25 0.20 -0.14
C 1.461357 -2.935185 4.032857 0.00 -0.08 -0.27
C 2.848394 -2.306154 4.150023 0.15 0.26 0.01
C 0.921517 -3.676016 6.323988 -0.10 -0.31 0.08
C 2.151567 -3.395527 7.187083 0.09 0.17 0.26
H 0.416388 -6.688329 5.148558 0.05 0.09 0.04
H 2.058448 -7.341675 5.116806 -0.02 0.10 0.01
H 1.530378 -6.385898 6.497972 -0.04 -0.02 -0.05
H 1.959384 -5.452652 3.625922 -0.02 0.30 0.03
H 3.009385 -5.058964 4.979217 0.12 -0.08 -0.01
H 0.707460 -2.147902 4.146913 -0.01 -0.15 0.15
H 1.338938 -3.288791 3.002071 -0.01 -0.12 0.14
H 2.931320 -1.673727 5.035439 0.07 -0.08 -0.01
H 3.034586 -1.664874 3.284271 -0.04 -0.08 0.22
H 3.644527 -3.053019 4.175330 -0.04 -0.02 0.05
H 0.347472 -4.476061 6.804387 0.07 -0.06 -0.11
H 0.255591 -2.807227 6.369375 0.10 -0.03 -0.27
H 2.942891 -4.135413 7.044634 -0.05 0.03 -0.05
H 1.871004 -3.422617 8.244667 0.00 -0.01 -0.05
H 2.562883 -2.404128 6.994951 0.09 -0.12 -0.03
C -4.858850 -1.394226 0.162265 0.08 -0.07 -0.02
C -6.173701 -2.088537 0.495773 0.14 0.03 -0.08
N -6.712285 -2.886357 -0.599699 -0.40 -0.03 -0.20
C -8.091490 -3.314836 -0.377910 -0.03 0.25 -0.03
C -8.359034 -4.270445 0.784236 -0.18 -0.22 0.07
C -5.825218 -3.903900 -1.154267 0.31 0.19 -0.10
C -5.289338 -4.973673 -0.203328 0.09 -0.28 0.00
H -4.955134 -0.777511 -0.735106 -0.03 -0.09 0.04
H -4.564126 -0.740363 0.987911 -0.04 -0.08 -0.05
H -4.046598 -2.109304 0.009199 -0.02 0.07 -0.03
H -6.893824 -1.301013 0.745579 -0.16 -0.23 -0.10
H -6.037627 -2.686048 1.407050 0.04 0.02 0.12
H -8.484676 -3.761632 -1.298280 0.22 0.00 0.00
H -8.702527 -2.417084 -0.222218 0.19 0.04 0.02
H -8.032638 -5.285965 0.555335 0.05 0.07 0.09
H -9.434581 -4.319598 0.979109 0.04 0.02 -0.02
H -7.878398 -3.946759 1.709161 0.02 -0.01 -0.06
H -4.967618 -3.398706 -1.611424 -0.07 0.08 0.11
H -6.321267 -4.399458 -1.996227 -0.19 0.15 0.14
H -4.946704 -4.557979 0.747214 -0.04 0.01 -0.06
H -4.433088 -5.476318 -0.662892 -0.05 0.06 0.02
H -6.034714 -5.743268 0.001312 0.04 0.06 0.11
```
Forces are in eV/Å.

The strongest force on any atom is 7.4 eV Å⁻¹. The total energy comes out at -97643.536 eV. The HOMO-LUMO gap comes out at 7.284 eV. The charge is -1.



Molecular formula: CH2O2S
Method: DFT, ωB97M-V/def2-TZVPD

```
6
Properties=species:S:1:pos:R:3:forces:R:3
C 0.712400 -0.147128 -0.648767 -0.43 -2.44 0.98
O 1.218464 -1.135154 -1.092042 -0.72 2.38 0.75
O -0.987343 1.288057 0.640057 -3.37 4.52 -2.00
S -0.227389 0.243009 1.174764 3.40 -5.78 0.89
H 0.237517 0.764279 -1.069337 0.44 0.20 -0.72
H -0.953649 -1.013063 0.995325 0.68 1.11 0.11
```
Forces are in eV/Å.

The strongest force on any atom is 6.8 eV Å⁻¹. The total energy comes out at -15996.811 eV. The calculation puts the energy above the lowest of the compared OMol25 structures with the same formula, charge and spin at 72.0 kcal per mole. The HOMO-LUMO gap comes out at 9.408 eV. The charge is 0.



Molecular formula: C17H27GaS4Se
Method: DFT, ωB97M-V/def2-TZVPD

```
50
Properties=species:S:1:pos:R:3:forces:R:3
Ga -0.467384 1.117802 -0.849850 -0.02 0.12 0.43
C -0.945286 -0.013380 2.280766 0.02 -0.01 0.05
C 0.488987 -0.460300 2.045883 0.01 -0.05 0.04
S 1.342646 0.501279 0.778140 0.15 -0.11 -0.18
C 1.639322 2.086052 1.599250 -0.01 0.02 0.06
C 1.956172 3.127710 0.537348 0.07 0.02 0.06
S 0.642052 3.378461 -0.676103 0.08 0.01 -0.21
C -0.591213 4.330855 0.238395 -0.02 0.07 0.03
C -1.903257 4.258041 -0.527898 0.03 0.09 -0.01
S -2.533484 2.580982 -0.750883 -0.07 -0.05 -0.24
C -3.186946 2.181425 0.886831 -0.05 -0.01 0.07
C -3.363100 0.674682 0.981441 -0.05 0.01 0.02
S -1.847817 -0.278356 0.737388 -0.05 -0.14 -0.12
H -1.009166 1.031112 2.586507 0.02 -0.01 0.01
H -1.404715 -0.627515 3.055506 0.00 -0.02 -0.02
H 0.530739 -1.490809 1.683769 0.00 0.00 -0.01
H 1.075349 -0.409628 2.963147 0.00 0.02 0.00
H 2.504095 1.966131 2.252287 -0.01 -0.01 0.01
H 0.783015 2.366151 2.212597 0.00 0.04 -0.02
H 2.831390 2.842466 -0.048341 0.00 -0.01 0.00
H 2.176563 4.093292 0.992694 -0.01 0.00 0.00
H -0.252507 5.366195 0.275646 0.00 0.01 0.02
H -0.681147 3.958832 1.259097 -0.03 -0.01 -0.01
H -1.789856 4.657596 -1.537003 0.00 0.00 0.01
H -2.678885 4.844977 -0.036302 0.00 -0.01 0.02
H -4.159615 2.665123 0.978584 0.00 0.01 0.01
H -2.532935 2.575502 1.664515 0.02 -0.03 0.00
H -4.051840 0.313466 0.216030 0.00 -0.01 0.00
H -3.778404 0.391023 1.948455 -0.01 0.02 0.00
C 1.949673 -5.125124 0.071927 -0.02 0.03 0.00
C 1.461513 -3.867610 -0.591026 0.01 -0.03 0.01
C 2.345516 -2.884206 -1.013159 0.01 0.01 -0.01
C 1.922469 -1.733340 -1.674904 0.04 -0.05 0.00
C 2.994834 -0.800285 -2.182424 -0.11 0.03 0.04
C 0.542148 -1.557176 -1.870157 0.04 -0.14 -0.12
Se -0.082825 0.018254 -2.816423 -0.06 0.10 -0.17
C -0.377237 -2.562416 -1.514830 -0.04 0.03 0.06
C -1.850790 -2.543010 -1.841249 0.02 0.04 0.02
C 0.109056 -3.689364 -0.863540 0.00 -0.01 0.07
H 2.999871 -5.050960 0.347382 0.00 0.00 0.00
H 1.839743 -5.975441 -0.603171 0.00 0.01 0.00
H 1.369761 -5.348197 0.967981 0.01 -0.01 0.00
H 3.409954 -3.032915 -0.866923 -0.01 0.00 0.01
H 3.768643 -1.373977 -2.691344 -0.01 -0.02 0.01
H 3.484080 -0.283430 -1.354680 0.02 0.05 0.05
H 2.621812 -0.056323 -2.880109 -0.02 0.00 0.01
H -2.172495 -1.629257 -2.334816 0.01 0.01 0.03
H -2.443433 -2.689749 -0.936706 -0.02 -0.01 0.00
H -2.093242 -3.372139 -2.507107 0.04 0.00 -0.02
H -0.591823 -4.472503 -0.592615 0.01 0.01 -0.01
```
Forces are in eV/Å.

The strongest force on any atom is 0.5 eV Å⁻¹. The total energy comes out at -179118.120 eV. The calculation puts the energy above the lowest of the compared OMol25 structures with the same formula, charge and spin at 0.0 kcal per mole. The HOMO-LUMO gap comes out at 7.598 eV. The charge is +2.